No. 1
Below is a molecular structure, C16H26ILaO5P2, with properties calculated with ωB97M-V with the def2-TZVPD basis set.

The geometry in XYZ format:
```
51
Properties=species:S:1:pos:R:3:nbo_charge:R:1
C 4.815 -0.019 -5.033 -0.79
C 4.559 -0.419 -3.649 0.87
H 5.844 -0.306 -5.314 0.32
H 4.694 1.075 -5.124 0.31
H 4.092 -0.521 -5.699 0.31
O 5.069 -0.950 -2.736 -0.31
I 1.976 0.380 -3.043 -0.37
La -0.131 0.397 -0.841 1.68
P -0.038 -2.437 -1.273 0.79
C -0.177 -3.885 -0.195 -0.93
C -1.776 -2.296 -1.881 -0.94
H -2.015 -3.245 -2.383 0.27
H 0.210 -3.995 -3.113 0.26
H -1.892 -1.461 -2.589 0.23
H 1.064 -2.429 -3.437 0.24
H -0.803 -3.650 0.675 0.26
H -2.474 -2.126 -1.052 0.28
C 0.835 -3.193 -2.690 -0.92
H -0.603 -4.732 -0.758 0.26
H 1.781 -3.608 -2.323 0.25
H 0.826 -4.148 0.166 0.26
P 1.873 2.069 0.275 0.82
C 2.294 2.324 2.012 -0.94
C 3.231 2.933 -0.573 -0.93
H -0.058 3.141 -0.881 0.21
H 0.892 4.249 0.129 0.28
H -0.290 3.142 0.903 0.29
C 0.450 3.244 0.096 -0.96
H 3.117 2.816 -1.655 0.25
H 3.219 3.995 -0.285 0.26
H 2.562 3.377 2.187 0.26
H 3.150 1.678 2.245 0.26
H 4.170 2.461 -0.262 0.26
H 1.451 2.032 2.651 0.27
C 1.631 -0.799 0.424 0.46
O 2.457 -1.298 1.052 -0.42
O -1.715 0.229 4.080 -0.66
C -2.994 0.338 3.660 0.39
C -4.006 0.301 4.642 -0.28
C -5.339 0.378 4.247 -0.12
C -5.660 0.495 2.884 -0.25
C -4.663 0.550 1.904 -0.12
C -3.324 0.473 2.276 -0.32
C -2.249 0.458 1.264 0.81
O -2.500 0.393 0.005 -0.80
O -1.001 0.500 1.649 -0.83
H -1.159 0.328 3.251 0.50
H -3.699 0.215 5.691 0.25
H -6.129 0.372 5.015 0.24
H -6.696 0.532 2.569 0.23
H -4.868 0.642 0.839 0.23
```

* orbital gap: 4.688 eV
* molecular weight: 626.1 g mol⁻¹
* charge: +2
* F_max: 5.08 eV Å⁻¹



No. 2
Below is a molecular structure, C31H32BrN4O2RuSi, with properties calculated with ωB97M-V with the def2-TZVPD basis set.

The geometry in XYZ format:
```
72
Properties=species:S:1:pos:R:3:lowdin_spin:R:1
Ru -0.705 0.830 -0.034 0.06
O 1.662 -4.276 0.508 0.00
C 1.539 -4.590 -0.808 0.00
C 1.940 -5.858 -1.212 0.00
C 1.836 -6.227 -2.543 0.00
C 1.339 -5.338 -3.488 0.00
C 0.945 -4.074 -3.081 0.00
C 1.033 -3.689 -1.749 0.00
C 0.557 -2.326 -1.331 0.02
O 1.413 -1.715 -0.397 0.00
N -0.734 -2.478 -0.648 0.18
N -1.207 -1.337 -0.132 0.39
C -2.499 -1.113 0.179 -0.01
C -2.555 0.222 0.420 0.27
Br -1.099 0.654 -2.561 0.01
C -2.676 1.565 0.644 0.04
C -3.411 2.525 -0.207 0.01
C -4.026 2.138 -1.394 0.00
C -4.670 3.078 -2.180 0.00
C -4.710 4.411 -1.789 0.00
C -4.108 4.800 -0.600 0.00
C -3.463 3.859 0.187 0.00
H 1.494 -3.326 0.611 0.00
H 2.332 -6.537 -0.466 0.00
H 2.152 -7.217 -2.844 0.00
H 1.266 -5.625 -4.528 0.00
H 0.562 -3.362 -3.804 0.00
H 0.428 -1.674 -2.202 0.00
H -1.407 -3.029 -1.171 0.01
H -3.301 -1.844 0.168 0.00
H -2.509 1.910 1.663 0.01
H -3.970 1.105 -1.711 0.00
H -5.137 2.772 -3.107 0.00
H -5.209 5.144 -2.409 0.00
H -4.133 5.836 -0.290 0.00
H -2.974 4.165 1.106 0.00
C 0.073 -1.776 4.972 0.00
C -0.166 -0.445 5.295 0.00
C -0.221 0.519 4.303 0.00
C -0.041 0.144 2.973 0.00
C 0.185 -1.184 2.646 0.00
C 0.250 -2.141 3.647 0.00
N -0.087 1.119 1.916 0.00
N 0.223 2.283 2.286 0.00
C 0.100 3.238 1.279 0.00
C 0.416 4.564 1.584 0.00
C 0.269 5.516 0.596 0.00
C -0.180 5.130 -0.669 0.00
C -0.494 3.808 -0.954 0.00
C -0.363 2.822 0.022 0.00
H 0.116 -2.523 5.753 0.00
H -0.315 -0.157 6.327 0.00
H -0.404 1.556 4.543 0.00
H 0.328 -1.449 1.610 0.00
H 0.440 -3.175 3.385 0.00
H 0.763 4.817 2.578 0.00
H 0.502 6.553 0.797 0.00
H -0.295 5.880 -1.442 0.00
H -0.853 3.540 -1.941 0.00
C 2.460 0.778 -1.404 0.00
Si 2.859 -0.904 -0.722 0.00
C 3.878 -1.901 -1.919 0.00
C 3.652 -0.799 0.956 0.00
H 3.381 1.289 -1.698 0.00
H 1.963 1.419 -0.666 0.00
H 1.806 0.727 -2.276 0.00
H 4.855 -1.428 -2.051 0.00
H 3.407 -1.968 -2.901 0.00
H 4.042 -2.918 -1.553 0.00
H 4.521 -0.138 0.931 0.00
H 3.983 -1.779 1.305 0.00
H 2.950 -0.398 1.691 0.00
```

* orbital gap (spin up / spin down): 6.675 / 7.297 eV
* molecular weight: 701.7 g mol⁻¹
* charge: 0
* F_max: 0.71 eV Å⁻¹
* 2S+1: 2



No. 3
Below is a gas-phase ion, C17H25N2O3 (charge +1), with properties calculated with ωB97M-V with the def2-TZVPD basis set.

The geometry in XYZ format:
```
47
Properties=species:S:1:pos:R:3:nbo_charge:R:1
C 5.146 1.090 -1.249 -0.08
C 4.061 0.420 -0.414 -0.24
N 2.809 1.176 -0.430 -0.39
C 1.631 0.519 -0.496 0.11
C 0.414 1.141 -0.415 -0.45
C -0.869 0.363 -0.391 -0.07
C -2.081 1.155 -0.848 -0.09
C -3.027 0.543 -1.661 -0.21
C -4.187 1.240 -2.006 -0.19
C -4.385 2.544 -1.543 -0.19
C -3.426 3.148 -0.731 -0.20
C -2.259 2.462 -0.391 -0.18
C 2.864 2.586 -0.076 -0.24
C 4.301 3.059 -0.250 -0.09
O 4.900 2.489 -1.427 -0.51
H 6.115 0.971 -0.730 0.18
H 5.215 0.613 -2.241 0.20
H 3.847 -0.580 -0.804 0.22
H 4.431 0.364 0.624 0.19
H 1.718 -0.563 -0.671 0.20
H 0.324 2.218 -0.500 0.23
H -0.753 -0.565 -0.970 0.22
H -2.838 -0.475 -2.026 0.21
H -4.918 0.754 -2.652 0.23
H -5.287 3.084 -1.824 0.24
H -3.573 4.162 -0.365 0.23
H -1.487 2.946 0.214 0.21
H 2.196 3.188 -0.714 0.21
H 2.542 2.717 0.971 0.20
H 4.319 4.144 -0.420 0.22
H 4.864 2.785 0.663 0.17
C -0.974 -5.806 1.168 -0.63
C -1.346 -4.699 2.114 -0.08
O -1.783 -3.560 1.299 -0.48
C -1.505 -2.346 1.761 0.78
C -2.179 -1.235 0.989 -0.33
N -1.214 -0.099 0.972 -0.51
O -0.733 -2.100 2.688 -0.60
H -0.830 -6.726 1.736 0.24
H -1.725 -5.985 0.395 0.23
H -0.028 -5.559 0.680 0.21
H -2.204 -4.954 2.744 0.20
H -0.497 -4.402 2.729 0.22
H -2.398 -1.565 -0.032 0.26
H -3.119 -0.935 1.479 0.27
H -1.652 0.665 1.495 0.44
H -0.420 -0.393 1.557 0.47
```

* orbital gap: 8.591 eV
* molecular weight: 305.4 g mol⁻¹
* charge: +1
* F_max: 1.99 eV Å⁻¹



No. 4
Below is a molecular structure, C48H42CrI2N3O2S2SbTe, with properties calculated with ωB97M-V with the def2-TZVPD basis set.

The geometry in XYZ format:
```
102
Properties=species:S:1:pos:R:3:lowdin_spin:R:1
Cr 0.278 -0.634 -0.294 1.10
I 3.139 -0.366 -4.639 0.00
C 2.037 -1.952 -3.833 0.00
C 2.020 -3.196 -4.473 0.00
C 1.386 -4.273 -3.910 0.00
I 1.395 -6.107 -4.946 0.00
C 0.744 -4.153 -2.658 0.00
C 0.205 -5.210 -1.896 0.00
C -0.304 -4.948 -0.652 0.00
C -0.369 -3.632 -0.189 0.01
N 0.068 -2.602 -0.893 -0.01
C 0.683 -2.864 -2.079 0.00
C 1.355 -1.743 -2.642 0.00
O 1.317 -0.614 -1.974 0.00
H 2.535 -3.310 -5.417 0.00
H 0.238 -6.222 -2.277 0.00
H -0.657 -5.747 -0.015 0.00
H -0.780 -3.433 0.790 0.00
C 6.025 3.581 -1.156 0.00
C 5.326 2.426 -0.498 0.00
C 5.211 2.375 0.892 0.00
C 4.549 1.329 1.508 0.00
C 4.006 0.316 0.730 0.00
C 4.124 0.333 -0.647 0.00
C 4.774 1.397 -1.254 0.00
S 3.157 -1.016 1.585 0.00
C 4.397 -2.276 1.201 0.00
O 1.960 -1.503 0.771 0.01
H 5.544 4.521 -0.885 0.00
H 6.014 3.486 -2.241 0.00
H 7.062 3.636 -0.824 0.00
H 5.634 3.172 1.491 0.00
H 4.438 1.302 2.585 0.00
H 3.701 -0.461 -1.244 0.00
H 4.848 1.427 -2.333 0.00
H 4.484 -2.351 0.120 0.00
H 4.067 -3.219 1.632 0.00
H 5.342 -1.967 1.645 0.00
C -4.772 -4.598 0.160 0.00
C -4.597 -3.532 -0.710 0.00
C -3.760 -2.482 -0.361 0.00
C -3.121 -2.471 0.876 0.00
C -3.297 -3.544 1.742 0.00
C -4.114 -4.608 1.381 0.00
Sb -1.789 -0.851 1.352 -0.01
C -3.345 0.605 1.621 0.00
C -3.513 1.257 2.836 0.00
C -4.540 2.180 2.990 0.00
C -5.390 2.464 1.934 0.00
C -5.217 1.822 0.716 0.00
C -4.196 0.896 0.560 0.00
C -1.329 -1.316 3.382 0.00
C 0.003 -1.499 3.734 0.00
C 0.337 -1.827 5.041 0.00
C -0.658 -1.973 5.996 0.00
C -1.989 -1.789 5.646 0.00
C -2.327 -1.463 4.342 0.00
H -5.423 -5.418 -0.112 0.00
H -5.107 -3.520 -1.664 0.00
H -3.612 -1.667 -1.061 0.00
H -2.800 -3.554 2.705 0.00
H -4.232 -5.448 2.053 0.00
H -2.845 1.050 3.664 0.00
H -4.675 2.678 3.942 0.00
H -6.187 3.186 2.055 0.00
H -5.876 2.036 -0.116 0.00
H -4.073 0.406 -0.398 0.00
H 0.781 -1.380 2.990 0.00
H 1.375 -1.969 5.311 0.00
H -0.401 -2.235 7.013 0.00
H -2.768 -1.902 6.389 0.00
H -3.367 -1.330 4.065 0.00
C -0.749 4.578 4.363 0.00
C -0.815 4.048 2.969 0.00
C -1.631 4.623 1.994 0.00
C -1.716 3.972 0.786 0.00
N -1.012 2.871 0.526 0.00
C -0.183 2.443 1.475 0.00
S 0.934 1.167 1.081 -0.03
N -0.079 2.975 2.689 0.00
H -0.914 5.654 4.383 0.00
H 0.212 4.335 4.811 0.00
H -1.524 4.101 4.967 0.00
H -2.193 5.525 2.188 0.00
H -2.365 4.307 -0.017 0.00
C 0.509 2.348 -2.172 0.00
Te -1.150 1.050 -1.803 -0.03
C -0.877 0.502 -3.889 0.00
C 0.024 1.547 -4.492 0.00
C 0.205 1.635 -5.869 0.00
C 1.087 2.556 -6.406 0.00
C 1.813 3.390 -5.566 0.00
C 1.626 3.321 -4.195 0.00
C 0.720 2.414 -3.655 0.00
H 1.383 1.931 -1.673 0.00
H 0.292 3.323 -1.738 0.00
H -1.851 0.492 -4.379 0.00
H -0.439 -0.490 -4.012 0.00
H -0.352 0.975 -6.523 0.00
H 1.212 2.626 -7.478 0.00
H 2.518 4.097 -5.981 0.00
H 2.182 3.980 -3.538 0.00
```

* orbital gap (spin up / spin down): 6.464 / 6.968 eV
* molecular weight: 1312.2 g mol⁻¹
* charge: +1
* F_max: 2.70 eV Å⁻¹
* 2S+1: 2



Question: What is the molecular weight in the fourth record?
Answer: 1312.2 g mol⁻¹